{"formula": "C47H113Br2N7O17", "method": "ωB97M-V/def2-TZVPD", "spin_multiplicity": 2, "e_lumo_ev": [-2.9, -7.2], "charge": 1, "symbols": ["C", "O", "C", "C", "N", "C", "C", "O", "C", "H", "H", "H", "H", "H", "H", "H", "H", "H", "H", "H", "H", "H", "H", "H", "C", "O", "C", "C", "N", "C", "C", "O", "C", "H", "H", "H", "H", "H", "H", "H", "H", "H", "H", "H", "H", "H", "H", "H", "C", "O", "C", "C", "N", "C", "C", "O", "C", "H", "H", "H", "H", "H", "H", "H", "H", "H", "H", "H", "H", "H", "H", "H", "C", "O", "C", "C", "N", "C", "C", "O", "C", "H", "H", "H", "H", "H", "H", "H", "H", "H", "H", "H", "H", "H", "H", "H", "C", "O", "C", "C", "N", "C", "C", "O", "C", "H", "H", "H", "H", "H", "H", "H", "H", "H", "H", "H", "H", "H", "H", "H", "C", "O", "C", "C", "N", "C", "C", "O", "C", "H", "H", "H", "H", "H", "H", "H", "H", "H", "H", "H", "H", "H", "H", "H", "C", "O", "C", "C", "N", "C", "C", "O", "C", "H", "H", "H", "H", "H", "H", "H", "H", "H", "H", "H", "H", "H", "H", "H", "Br", "C", "C", "Br", "H", "H", "H", "H", "C", "C", "O", "C", "O", "O", "H", "H", "H", "H"], "xyz": [[-14.681, -5.363, -29.192], [-13.781, -4.305, -29.184], [-12.528, -4.417, -29.873], [-11.798, -3.038, -29.728], [-10.351, -3.053, -30.149], [-9.805, -1.693, -29.869], [-9.362, -1.395, -28.459], [-10.529, -0.970, -27.766], [-10.840, 0.465, -28.061], [-14.697, -5.632, -30.248], [-15.609, -5.097, -28.685], [-14.271, -6.183, -28.603], [-12.659, -4.458, -30.954], [-11.888, -5.226, -29.521], [-11.684, -2.849, -28.661], [-12.333, -2.124, -29.986], [-9.873, -3.607, -29.454], [-10.211, -0.816, -30.372], [-8.792, -1.731, -30.271], [-8.683, -0.546, -28.538], [-8.996, -2.179, -27.796], [-10.216, 1.296, -27.731], [-11.702, 0.716, -27.443], [-11.232, 0.689, -29.053], [-17.876, 3.007, -34.354], [-17.860, 4.079, -33.473], [-16.565, 4.765, -33.317], [-15.483, 3.837, -32.611], [-14.681, 3.039, -33.598], [-14.394, 1.760, -33.108], [-13.260, 1.703, -32.083], [-12.065, 2.158, -32.701], [-11.592, 1.379, -33.696], [-18.826, 2.883, -34.874], [-17.523, 2.099, -33.864], [-17.236, 3.191, -35.217], [-16.799, 5.591, -32.645], [-16.169, 5.161, -34.252], [-15.970, 3.205, -31.868], [-14.850, 4.387, -31.915], [-13.800, 3.516, -33.730], [-14.014, 1.172, -33.944], [-15.283, 1.240, -32.749], [-13.049, 0.702, -31.708], [-13.244, 2.333, -31.193], [-11.670, 1.717, -34.730], [-11.908, 0.337, -33.641], [-10.526, 1.353, -33.473], [-18.601, -5.970, -24.297], [-17.117, -5.824, -24.159], [-16.547, -5.308, -25.412], [-15.102, -4.791, -25.200], [-14.233, -5.710, -24.475], [-14.026, -7.090, -25.003], [-13.157, -7.891, -23.988], [-13.871, -8.249, -22.824], [-14.320, -7.213, -21.923], [-19.138, -5.131, -24.739], [-19.166, -6.082, -23.373], [-18.792, -6.872, -24.878], [-17.056, -4.361, -25.590], [-16.770, -6.007, -26.217], [-15.254, -3.805, -24.760], [-14.569, -4.706, -26.147], [-14.661, -5.975, -23.600], [-13.833, -7.125, -26.075], [-14.935, -7.680, -24.886], [-12.294, -7.268, -23.753], [-12.742, -8.834, -24.344], [-14.434, -7.639, -20.926], [-15.225, -6.742, -22.307], [-13.594, -6.404, -21.848], [-14.713, -1.381, -22.068], [-14.603, -0.704, -23.327], [-13.292, -0.559, -23.726], [-12.616, 0.740, -23.028], [-12.164, 0.505, -21.622], [-11.099, -0.419, -21.438], [-9.785, -0.026, -22.262], [-9.961, -0.685, -23.613], [-8.980, -0.360, -24.602], [-14.342, -2.405, -22.112], [-15.778, -1.490, -21.860], [-14.194, -0.729, -21.366], [-13.247, -0.428, -24.807], [-12.667, -1.433, -23.543], [-13.323, 1.557, -22.880], [-11.803, 1.116, -23.650], [-12.716, 0.862, -20.855], [-11.511, -1.351, -21.826], [-11.042, -0.386, -20.350], [-8.936, -0.494, -21.764], [-9.594, 1.045, -22.327], [-9.101, 0.563, -25.169], [-8.985, -1.159, -25.344], [-7.932, -0.355, -24.305], [-19.636, -0.060, -36.341], [-20.897, 0.390, -36.733], [-21.773, -0.725, -36.540], [-23.057, -0.260, -35.785], [-23.014, -0.043, -34.330], [-22.363, 1.222, -33.853], [-22.426, 1.165, -32.327], [-21.568, 0.198, -31.630], [-20.204, 0.627, -31.753], [-19.667, -0.078, -35.252], [-18.863, 0.667, -36.589], [-19.339, -1.100, -36.477], [-21.492, -1.664, -36.063], [-22.203, -1.119, -37.461], [-23.865, -0.982, -35.906], [-23.447, 0.655, -36.230], [-22.423, -0.730, -33.885], [-23.027, 2.023, -34.179], [-21.314, 1.210, -34.147], [-23.473, 0.896, -32.191], [-22.534, 2.118, -31.808], [-19.934, 1.297, -30.937], [-19.976, 1.125, -32.695], [-19.550, -0.244, -31.796], [-15.198, 3.514, -25.358], [-15.791, 3.708, -26.645], [-15.044, 3.195, -27.822], [-15.027, 3.877, -29.178], [-14.254, 5.117, -29.244], [-12.912, 5.018, -29.861], [-12.137, 6.265, -29.497], [-11.734, 6.301, -28.076], [-10.637, 7.288, -27.788], [-15.539, 2.558, -24.962], [-15.531, 4.339, -24.728], [-14.117, 3.384, -25.300], [-15.480, 2.214, -28.008], [-14.007, 2.890, -27.682], [-16.039, 4.279, -29.230], [-14.628, 3.232, -29.961], [-14.109, 5.353, -28.272], [-12.864, 4.768, -30.921], [-12.341, 4.310, -29.259], [-12.748, 7.143, -29.708], [-11.259, 6.385, -30.132], [-10.645, 7.506, -26.720], [-10.779, 8.216, -28.341], [-9.655, 6.985, -28.151], [-22.176, -3.448, -31.036], [-21.327, -3.965, -29.989], [-20.442, -4.959, -30.391], [-18.930, -4.482, -30.649], [-18.627, -4.357, -32.085], [-17.755, -3.185, -32.349], [-17.589, -3.136, -33.844], [-16.972, -1.911, -34.215], [-15.628, -1.786, -33.883], [-23.011, -2.890, -30.612], [-22.662, -4.296, -31.519], [-21.488, -2.961, -31.728], [-20.839, -5.564, -31.207], [-20.307, -5.454, -29.429], [-18.170, -5.141, -30.230], [-18.986, -3.588, -30.028], [-19.497, -4.378, -32.596], [-16.822, -3.223, -31.786], [-18.360, -2.354, -31.987], [-18.475, -3.211, -34.475], [-16.911, -3.970, -34.024], [-15.382, -0.773, -34.199], [-14.942, -2.377, -34.490], [-15.443, -1.979, -32.827], [-19.092, 0.513, -28.202], [-19.956, -1.204, -27.724], [-20.432, -1.164, -26.375], [-19.606, -2.560, -25.254], [-19.317, -2.071, -27.891], [-20.858, -1.313, -28.327], [-21.489, -1.432, -26.356], [-20.210, -0.180, -25.963], [-16.220, -1.788, -27.999], [-14.979, -0.899, -28.123], [-15.405, -0.136, -29.300], [-16.405, -0.724, -29.965], [-16.731, -0.354, -31.060], [-16.834, -1.736, -29.207], [-16.978, -1.516, -27.263], [-15.826, -2.767, -27.727], [-13.983, -1.335, -28.201], [-14.903, -0.216, -27.277]], "atomic_forces_ev_per_a": [[1.3, -0.8, -0.5], [1.2, 2.0, 0.8], [-0.3, 2.1, -0.7], [1.1, -1.0, 2.6], [-1.6, 1.7, -0.4], [3.3, -1.8, -0.7], [-2.1, 1.2, 0.1], [-0.6, 3.7, 0.8], [-1.7, -1.1, 1.1], [-1.2, -0.7, 0.0], [-0.1, 0.4, -0.6], [0.1, -0.5, -0.1], [-0.4, -0.9, -0.2], [-0.1, -0.1, 0.1], [-0.7, -0.3, 0.5], [-0.1, -0.4, -1.2], [0.0, -0.5, -0.1], [-0.7, -0.4, 0.2], [0.2, -0.1, -1.1], [0.5, -0.1, 0.3], [0.5, -0.4, -0.8], [1.4, -0.7, -0.2], [-0.4, -0.6, 0.2], [0.6, -0.5, -0.4], [0.8, -0.3, -1.2], [1.0, 1.6, 0.4], [-0.3, -1.7, 1.3], [-0.5, 0.5, -1.0], [-1.4, 2.0, 0.8], [0.6, -1.8, 0.7], [0.8, 0.1, 0.1], [-1.1, 1.7, 1.1], [2.4, -1.5, -0.9], [-0.6, 0.0, 0.8], [-0.2, -0.3, -0.1], [0.6, 0.0, 0.0], [0.0, 0.0, -0.1], [-0.1, -0.2, -0.2], [-0.5, -0.5, -0.5], [0.3, 0.8, -0.4], [0.1, 0.2, -0.3], [-0.1, -0.3, -0.1], [-0.1, 0.1, 0.1], [-0.4, -0.5, -0.1], [-1.0, 0.2, 0.0], [-0.6, 0.4, 0.0], [-0.4, -0.2, 0.0], [0.4, -0.3, -0.5], [0.9, -0.4, -0.1], [-1.4, 0.6, -0.7], [-0.9, 0.8, 1.2], [-0.3, -2.4, -0.6], [0.5, -0.5, 0.9], [-1.0, -0.5, 0.7], [0.6, 1.0, -0.5], [-0.4, 0.3, 0.8], [0.8, -0.3, -0.7], [0.7, 0.2, -0.5], [1.0, -0.2, 0.6], [0.0, 0.1, -0.2], [-0.6, -0.1, -0.6], [0.4, -0.1, -0.1], [0.8, -0.1, 0.5], [-0.5, 0.5, -0.5], [-0.1, 1.1, 0.0], [0.8, 0.1, 0.1], [-0.7, 0.1, -0.4], [0.2, 0.2, 0.4], [-0.4, 0.1, -0.4], [-0.3, -0.2, -0.3], [-0.5, -0.4, 0.5], [0.4, 0.0, 0.0], [-0.7, 0.3, -1.0], [0.2, -0.6, 0.1], [0.3, 0.6, 0.1], [-0.7, 0.4, 2.1], [-0.4, 0.1, -3.9], [0.5, 1.3, 0.4], [-0.9, -2.0, -1.3], [0.4, 1.6, 1.9], [0.7, -0.5, -0.7], [0.6, 0.1, 0.0], [0.1, 0.5, 0.2], [-0.1, -0.4, 0.7], [-0.1, 0.5, 0.0], [0.1, -0.1, 0.4], [-0.4, -0.2, -0.7], [0.3, -0.4, 0.1], [0.0, 0.1, 0.1], [0.5, -0.6, 0.1], [1.1, -0.9, 0.0], [0.0, -0.1, 0.0], [-0.3, 0.1, -0.1], [-0.7, 0.3, 0.4], [-0.5, -0.1, 0.1], [-0.1, 0.0, 1.0], [1.2, 0.7, 2.1], [-0.3, -2.4, -0.5], [-3.5, 0.8, 0.1], [0.1, 0.2, 0.6], [0.9, 0.7, 0.2], [-0.2, -1.5, 0.6], [-1.6, -0.5, 0.7], [-0.3, 1.5, -1.6], [0.1, -0.3, -0.1], [0.3, 0.3, 0.7], [0.0, -0.2, -0.4], [-0.2, 0.0, -1.3], [1.3, 0.4, 0.5], [0.4, 0.4, -0.8], [0.2, -0.4, -0.4], [0.2, 0.1, -0.1], [-0.2, -0.8, -0.1], [0.7, 0.4, -0.2], [-0.1, 0.9, -0.6], [0.0, -1.1, 0.4], [1.4, 0.5, -0.1], [0.1, -0.1, 0.0], [-0.3, 0.3, -0.1], [-0.1, -0.2, 0.5], [-0.5, -0.6, -0.6], [1.9, 0.6, -1.6], [0.2, -2.4, 0.5], [-1.0, 2.1, 1.2], [0.8, 0.2, -0.4], [0.3, 0.1, 2.6], [0.6, 1.4, 0.2], [1.1, 0.8, -0.8], [-1.5, -0.6, -1.1], [-0.5, -0.1, 0.3], [0.1, -0.1, 0.0], [0.3, 0.7, -0.6], [-0.4, -0.2, -0.1], [0.5, 0.5, 1.3], [-0.5, -0.8, -1.2], [-0.9, -0.4, 0.2], [0.2, 0.7, 0.1], [-0.4, 0.2, 0.1], [0.3, -1.1, -0.5], [-0.2, 0.2, 0.2], [0.3, -0.3, 0.0], [0.0, -0.3, -0.2], [-0.6, 0.2, 0.1], [0.0, -0.8, 0.3], [0.9, -1.2, 0.4], [-1.2, 1.3, -0.3], [2.3, -0.3, 1.2], [-2.0, -0.5, -0.9], [0.9, -0.1, 1.5], [-3.2, -0.5, -0.2], [1.9, 0.6, 0.3], [-0.7, -0.3, -0.6], [0.4, 0.6, -0.4], [0.6, 0.6, 0.0], [0.1, -0.2, -0.4], [-0.7, 0.7, -0.3], [0.0, -0.3, 0.1], [-0.2, -1.1, -0.3], [-0.3, -0.3, 0.4], [0.7, 0.8, -0.4], [0.2, 0.6, -0.3], [-0.1, -0.3, -0.1], [0.6, 0.8, -0.1], [-0.2, -0.2, 0.5], [0.0, -0.3, -0.8], [0.1, 0.2, 0.6], [-0.2, -0.8, -0.1], [0.2, 0.3, 0.1], [0.0, -0.7, 0.0], [0.3, -0.2, -2.6], [-0.8, 0.1, 2.7], [0.1, 0.4, 0.0], [0.3, 0.5, -0.5], [0.5, 0.2, -0.7], [0.1, 0.4, 0.4], [-0.4, -0.4, 0.6], [1.6, -0.8, 2.4], [-1.6, 1.6, -0.1], [2.1, 0.8, 0.8], [1.0, 0.6, -0.5], [-0.5, -0.8, 1.1], [-1.8, -1.1, -2.8], [0.4, 0.4, 0.4], [-0.6, -0.5, -0.4], [-0.3, -0.5, -0.8], [-0.2, 0.3, -0.1]]}